[1]
Below is C4H7NO as an isolated structure, with properties calculated with ωB97M-V/def2-TZVPD.

XYZ file:
```
13
Properties=species:S:1:pos:R:3
O 2.219 -0.085 2.238
C 1.660 0.104 1.175
C 0.710 -0.788 0.517
N -0.051 -0.196 -0.636
C -0.816 1.010 -0.646
C -1.462 -0.330 -0.774
H 1.905 0.997 0.561
H 0.161 -1.508 1.138
H 1.021 -0.960 -0.689
H -0.666 1.621 -1.530
H -0.883 1.527 0.304
H -2.001 -0.716 0.087
H -1.798 -0.676 -1.747
```

Computed properties:
net charge	0
energy above the lowest of the compared OMol25 structures with the same formula, charge and spin	118.11	kcal per mole
spin multiplicity	1

Listed below, in e, are the natural (NBO) charges computed for each atom: -0.552 0.383 -0.459 -0.487 -0.232 -0.225 0.096 0.223 0.431 0.210 0.203 0.201 0.208

[2]
Below is an isolated molecule of C4H7NO, with properties calculated with ωB97M-V/def2-TZVPD.

XYZ file:
```
13
Properties=species:S:1:pos:R:3
O 2.461 -0.722 -0.373
N 1.795 0.470 -0.099
C 0.566 0.231 0.057
C -0.291 -0.989 -0.125
C -1.523 -0.006 0.017
C -0.563 1.176 0.340
H 3.367 -0.418 -0.481
H -0.089 -1.592 -1.022
H -0.194 -1.668 0.737
H -2.028 0.366 -0.855
H -2.221 -0.375 0.781
H -0.573 2.019 -0.372
H -0.666 1.583 1.343
```

Computed properties:
net charge	0
energy above the lowest of the compared OMol25 structures with the same formula, charge and spin	73.48	kcal per mole
spin multiplicity	1
SMILES string	ON=C1CCC1

Listed below, in e, are the natural (NBO) charges computed for each atom: -0.578 -0.138 0.228 -0.478 -0.395 -0.446 0.475 0.235 0.229 0.213 0.210 0.221 0.223

[3]
Below is a 2-piece molecular cluster, C4H7NO overall, with properties calculated with ωB97M-V/def2-TZVPD.

XYZ file:
```
13
Properties=species:S:1:pos:R:3
C 0.155 0.410 -0.360
C 1.242 -0.040 0.470
C 2.575 -0.405 -0.087
C -2.998 0.157 -0.215
N -2.221 -0.277 0.799
O 0.833 1.282 0.191
H 1.112 -0.341 1.489
H 3.413 -0.144 0.649
H 2.728 0.159 -1.005
H 2.863 -1.543 -0.168
H -2.630 -0.360 -1.099
H -3.005 1.295 -0.516
H -4.065 -0.195 -0.148
```

Computed properties:
net charge	0
energy above the lowest of the compared OMol25 structures with the same formula, charge and spin	197.72	kcal per mole
spin multiplicity	1

Listed below, in e, are the natural (NBO) charges computed for each atom: 0.295 -0.112 -0.653 -0.598 -0.105 -0.397 0.195 0.218 0.223 0.233 0.257 0.222 0.223

[4]
Below is an isolated molecule of C4H7NO, with properties calculated with ωB97M-V/def2-TZVPD.

XYZ file:
```
13
Properties=species:S:1:pos:R:3
C 0.508 1.032 -1.358
N 1.532 0.249 -0.661
C 0.199 -0.300 -0.810
C -0.764 -0.218 0.330
C -0.632 -0.982 1.574
O -0.274 0.397 1.514
H 0.077 1.881 -0.824
H 0.622 1.172 -2.428
H 1.597 0.597 0.297
H 0.085 -1.160 -1.470
H -1.687 0.211 -0.057
H -1.478 -1.218 2.221
H 0.215 -1.663 1.671
```

Computed properties:
net charge	0
energy above the lowest of the compared OMol25 structures with the same formula, charge and spin	72.14	kcal per mole
spin multiplicity	1
SMILES string	C1N[C@H]1[C@H]1CO1

Listed below, in e, are the natural (NBO) charges computed for each atom: -0.258 -0.570 -0.129 0.040 -0.108 -0.502 0.192 0.198 0.364 0.206 0.192 0.189 0.185